The following is a quantum chemistry calculation of a structure of composition C28H31Cl3GeN4O5SY at a distorted geometry, from OMol25.

Computed properties:
HOMO-LUMO gap: 0.265 hartree
Charge: -1
ΔE to the lowest compared entry with this formula, charge and spin: 78.79 kJ/mol
E_LUMO: 1.62 eV

Geometry as XYZ:
```
74
C28H31Cl3GeN4O5SY (ωB97M-V/def2-TZVPD)
Y -0.663 -0.365 0.877
O -0.183 -0.068 3.025
C 0.724 0.608 3.657
C 1.375 0.041 4.779
C 2.330 0.735 5.485
C 2.693 2.040 5.128
C 2.077 2.613 4.040
C 1.121 1.921 3.281
C 0.541 2.615 2.144
N -0.105 2.071 1.189
C -0.742 2.937 0.213
C -2.246 2.800 0.379
N -2.620 1.380 0.419
C -3.878 1.156 0.394
C -4.549 -0.127 0.381
C -5.933 -0.123 0.148
C -6.658 -1.289 0.067
C -5.980 -2.505 0.228
C -4.629 -2.541 0.473
C -3.865 -1.353 0.570
O -2.602 -1.415 0.836
H 1.087 -0.965 5.057
H 2.807 0.261 6.335
H 3.439 2.582 5.692
H 2.341 3.621 3.736
H 0.687 3.702 2.130
H -0.450 2.619 -0.792
H -0.439 3.983 0.328
H -2.753 3.310 -0.447
H -2.548 3.286 1.313
H -4.561 2.016 0.340
H -6.429 0.834 0.020
H -7.723 -1.268 -0.118
H -6.532 -3.436 0.163
H -4.101 -3.477 0.605
C 0.923 -5.306 -0.852
Ge 0.299 -3.441 -0.825
C 1.587 -2.497 -1.981
C -1.447 -3.510 -1.733
C 0.185 -2.578 0.890
H 1.001 -5.657 -1.884
H 0.229 -5.956 -0.317
H 1.904 -5.395 -0.383
H 1.634 -2.967 -2.966
H 2.588 -2.549 -1.544
H 1.354 -1.441 -2.122
H -1.317 -3.709 -2.799
H -2.026 -2.595 -1.608
H -2.034 -4.326 -1.307
H 1.152 -2.699 1.398
H -0.559 -3.121 1.486
Cl -1.781 -1.578 -4.930
C -1.128 -0.025 -4.405
Cl 0.494 0.218 -5.006
Cl -2.196 1.295 -4.918
C -1.099 -0.017 -2.930
N -1.100 -0.035 -1.785
N 2.061 -0.036 0.816
C 2.751 0.796 -0.151
C 4.115 1.051 -0.058
C 4.746 1.847 -1.005
C 4.019 2.415 -2.042
C 2.655 2.189 -2.114
C 2.035 1.376 -1.180
S 4.805 3.441 -3.290
O 6.114 2.835 -3.469
O 3.912 3.315 -4.436
O 4.829 4.767 -2.696
H 2.373 0.227 1.746
H 2.313 -1.013 0.694
H 4.686 0.608 0.751
H 5.813 2.021 -0.961
H 2.104 2.654 -2.917
H 0.971 1.200 -1.242
```